Density functional theory data (ωB97M-V/def2-TZVPD) for a 2-piece molecular cluster, H4O2 overall in a non-equilibrium geometry.

```
6
Properties=species:S:1:pos:R:3:mulliken_charge:R:1
H -0.03822 1.28142 -0.99612 0.321
H 1.17016 0.62770 -0.49457 0.338
H -0.87521 -1.47114 0.78985 0.330
H -0.49221 0.16836 0.87213 0.282
O 0.62593 0.65440 -1.32440 -0.647
O -0.59649 -0.73019 1.30299 -0.623
```

largest force on an atom: 2.84 eV/A
SMILES: O.O

Density functional theory data (ωB97M-V/def2-TZVPD) for a 2-piece molecular cluster, H4O2 overall in a non-equilibrium geometry.

```
6
Properties=species:S:1:pos:R:3:mulliken_charge:R:1
H 0.29315 -1.76550 0.74392 0.300
H 0.89538 -0.86007 1.70695 0.319
H -1.33958 1.29086 -1.20879 0.308
H 0.12756 1.18649 -0.65936 0.316
O 0.48521 -0.81493 0.81572 -0.603
O -0.46172 0.96315 -1.39844 -0.640
```

largest force on an atom: 1.82 eV/A
SMILES: O.O

Density functional theory data (ωB97M-V/def2-TZVPD) for a 2-piece molecular cluster, H4O2 overall.

```
6
Properties=species:S:1:pos:R:3:mulliken_charge:R:1
H -1.92589 0.86466 0.10778 0.323
H -1.39652 -0.41206 0.60278 0.299
H 2.48975 -0.45392 -0.49101 0.320
H 1.17027 -0.44595 0.31410 0.311
O -1.95208 -0.06110 -0.09462 -0.622
O 1.90988 0.11700 0.02792 -0.630
```

largest force on an atom: 0.97 eV/A
SMILES: O.O

Density functional theory data (ωB97M-V/def2-TZVPD) for a 2-piece molecular cluster, H4O2 overall in a non-equilibrium geometry.

```
6
Properties=species:S:1:pos:R:3:mulliken_charge:R:1
H -0.81733 0.90301 -0.90497 0.327
H -0.22698 0.08393 -2.20776 0.322
H 0.68466 -1.04317 2.13926 0.307
H 0.43916 0.02413 1.21308 0.308
O -0.16441 0.86818 -1.65279 -0.650
O 0.08489 -0.83608 1.41318 -0.615
```

largest force on an atom: 1.90 eV/A
SMILES: O.O

Density functional theory data (ωB97M-V/def2-TZVPD) for a 2-piece molecular cluster, H4O2 overall in a non-equilibrium geometry.

```
6
Properties=species:S:1:pos:R:3:mulliken_charge:R:1
H -0.95622 -0.37610 -1.14731 0.315
H -1.72917 -1.46504 -0.51218 0.313
H 1.08788 1.79445 1.18296 0.321
H 1.43182 0.27077 0.90559 0.326
O -0.86845 -1.29430 -0.91822 -0.633
O 1.03414 1.07021 0.48916 -0.641
```

largest force on an atom: 1.96 eV/A
SMILES: O.O

Density functional theory data (ωB97M-V/def2-TZVPD) for a single H4O2P2 molecule in a non-equilibrium geometry.

```
8
Properties=species:S:1:pos:R:3:mulliken_charge:R:1
O -0.55492 0.03250 -1.60255 -0.470
O 1.77002 0.14954 0.67923 -0.487
P -0.91817 0.49502 -0.04912 0.064
P 0.46625 -0.87734 0.92672 0.144
H -0.17383 0.88685 -1.90719 0.329
H 1.62988 1.03066 0.97674 0.332
H -0.08866 -0.21985 2.01808 0.044
H -1.98206 -0.37716 -0.17288 0.043
```

largest force on an atom: 2.72 eV/A
SMILES: O[PH]#[PH]O

Density functional theory data (ωB97M-V/def2-TZVPD) for a single H4O2P2 molecule in a non-equilibrium geometry.

```
8
Properties=species:S:1:pos:R:3:mulliken_charge:R:1
O -1.03742 -0.90351 0.92855 -0.421
O -1.45321 0.90850 -0.75027 -0.612
P 1.61291 -0.01446 -0.00843 -0.175
P -0.52349 0.45164 0.33014 0.632
H -1.51889 -1.14522 0.17713 0.329
H 1.38836 -1.29520 -0.79567 0.087
H 1.89816 0.63277 -1.18174 0.103
H -0.36642 1.36548 1.30029 0.057
```

largest force on an atom: 3.33 eV/A
SMILES: O=[P@@H](O)P

Density functional theory data (ωB97M-V/def2-TZVPD) for an isolated ion of composition H4O2P3 and charge -1 in a non-equilibrium geometry.

```
9
Properties=species:S:1:pos:R:3:mulliken_charge:R:1
O 2.56176 1.01652 -0.08799 -0.582
O -0.76737 -1.75924 0.47636 -0.602
P 1.74362 -0.14058 0.33812 0.132
P -1.74313 1.13254 0.27119 -0.246
P -0.54418 -0.58580 -0.36240 0.156
H -1.07661 -0.80862 -1.65973 0.031
H 1.58086 -1.31256 -0.64239 -0.024
H -1.33522 0.67774 1.57961 0.075
H -0.41972 1.77998 0.08722 0.059
```

largest force on an atom: 3.03 eV/A
SMILES: O=[PH]=[P@@H]([O-])P
charge: -1

Summary of gap between HOMO and LUMO in eV
12.12; 11.77; 12.30; 12.35; 12.21; 9.56; 10.70; 7.95
(order as listed above)
Summary of LUMO in eV
0.55; 0.79; 0.63; 0.85; 0.92; 0.54; 0.81; 4.38
(order as listed above)
Summary of relative energy (zero: lowest compared OMol25 entry of this formula, charge and spin) in eV
0.508; 0.250; 0.247; 0.296; 0.215; 1.135; 0.403; 1.672
(order as listed above)